DFT (the ωB97M-V functional and the def2-TZVPD basis) results for C12H6B3Cl36IO4S as an isolated structure.

Last column: Mulliken charge in e.
CARTESIAN COORDINATES (ANGSTROEM)
C 2.20 -1.02 1.28  -0.37
B 1.70 0.30 0.58  0.76
O 2.37 1.52 0.72  -0.25
B 1.46 2.46 1.17  0.28
S 1.79 3.52 2.64  -0.35
O 0.22 2.56 0.52  0.06
B -0.30 1.27 0.43  0.01
C -1.67 0.88 1.12  -0.27
C -1.92 -0.60 1.31  0.09
O -2.16 -1.07 2.37  -0.43
I -1.86 -1.94 -0.39  -0.02
O 0.53 0.34 -0.20  -0.45
H 2.92 -0.71 2.05  0.07
H 2.71 -1.71 0.62  0.03
H 1.34 -1.50 1.76  0.20
H 0.69 3.24 3.35  0.14
H -2.51 1.37 0.62  0.48
H -1.63 1.31 2.12  0.26
C -1.60 3.52 -2.99  0.08
Cl -0.53 4.82 -3.52  -0.11
Cl -2.61 4.09 -1.66  -0.03
Cl -2.62 3.01 -4.34  0.02
Cl -0.63 2.15 -2.43  0.00
C -5.33 2.45 -7.28  0.29
Cl -4.29 3.77 -7.83  -0.09
Cl -6.33 3.00 -5.94  -0.08
Cl -6.36 1.92 -8.61  -0.09
Cl -4.33 1.10 -6.74  -0.06
C 3.84 3.69 6.38  0.29
Cl 4.06 2.13 5.57  -0.03
Cl 3.12 4.84 5.25  -0.08
Cl 2.78 3.49 7.77  -0.10
Cl 5.41 4.30 6.92  -0.10
C 3.47 -3.23 -2.32  0.22
Cl 3.16 -3.68 -4.00  -0.10
Cl 5.20 -2.99 -2.08  -0.06
Cl 2.62 -1.73 -1.94  -0.03
Cl 2.90 -4.51 -1.25  -0.07
C -6.55 -2.21 -4.48  0.32
Cl -6.35 -1.95 -2.74  -0.08
Cl -6.74 -0.65 -5.28  -0.02
Cl -5.11 -3.01 -5.12  -0.11
Cl -7.97 -3.21 -4.77  -0.10
C -4.27 7.19 0.43  0.32
Cl -5.50 7.64 1.61  -0.10
Cl -3.75 5.53 0.74  -0.06
Cl -4.95 7.29 -1.20  -0.09
Cl -2.89 8.27 0.57  -0.10
C 4.75 -8.56 -1.72  0.31
Cl 4.91 -8.31 0.03  -0.10
Cl 4.54 -7.00 -2.51  -0.02
Cl 6.21 -9.35 -2.33  -0.10
Cl 3.35 -9.58 -2.05  -0.10
C 6.13 -1.98 1.77  0.25
Cl 5.05 -3.37 1.58  -0.06
Cl 7.80 -2.54 1.82  -0.10
Cl 5.92 -0.86 0.42  -0.07
Cl 5.75 -1.15 3.29  -0.06
C -1.64 -2.91 5.79  0.34
Cl -1.41 -3.65 7.37  -0.11
Cl -2.24 -1.26 5.99  -0.10
Cl -0.09 -2.88 4.93  -0.06
Cl -2.80 -3.85 4.86  -0.09

The highest occupied orbital energy comes out at -9.7 eV. The value obtained for the HOMO-LUMO gap is 9.584 eV. The LUMO energy is -0.098 eV.

***

DFT (the ωB97M-V functional and the def2-TZVPD basis) results for a 12-piece molecular cluster, C6H36NO12 overall.

Last column: Mulliken charge in e.
CARTESIAN COORDINATES (ANGSTROEM)
C 0.07 -0.48 -1.97  -0.52
C 0.60 0.91 -1.63  0.83
C 0.05 2.10 -2.45  -0.62
O -0.81 2.94 -1.66  -0.62
C 0.77 -1.54 -1.12  -0.83
N 0.12 -2.80 -0.90  0.80
C 0.38 -3.43 0.40  -1.17
C 0.26 -3.75 -1.98  -1.21
H 0.27 -0.60 -3.03  0.56
H -1.01 -0.57 -1.80  0.18
H 1.69 1.02 -1.68  0.10
H 0.32 1.19 -0.60  -0.80
H -0.50 1.77 -3.32  0.32
H 0.93 2.73 -2.62  0.38
H 1.75 -1.67 -1.69  0.12
H 1.03 -1.13 -0.13  0.26
H -0.27 -4.25 0.59  0.38
H 1.46 -3.59 0.53  0.32
H 0.19 -2.68 1.19  0.35
H 0.20 -3.33 -2.98  0.34
H 1.33 -4.10 -1.91  0.37
H -0.47 -4.57 -1.96  0.24
H 4.74 1.01 -0.94  0.33
H 4.28 0.03 -0.21  0.32
O 5.12 0.14 -0.68  -0.66
H 0.35 4.28 0.92  0.26
H 1.11 3.35 1.85  0.43
O 1.25 4.10 1.23  -0.71
H -2.40 -0.32 0.42  0.36
H -3.55 -1.38 -0.16  0.38
O -3.33 -0.48 0.08  -0.76
H -3.41 0.75 -1.12  0.50
H -2.45 1.81 -1.77  0.34
O -3.36 1.50 -1.74  -0.74
H -0.66 2.69 -0.74  0.33
H -0.24 2.25 3.42  0.11
O 0.14 2.10 2.56  -0.66
H 1.68 1.64 2.31  0.34
H 2.21 0.24 2.64  0.32
O 2.51 1.16 2.62  -0.78
H -0.33 -0.52 2.03  0.40
H -0.10 -0.97 3.62  0.23
O 0.28 -0.86 2.74  -0.64
H -3.66 1.82 1.68  0.34
H -4.41 0.49 1.77  0.33
O -4.44 1.41 2.08  -0.65
H -2.43 -3.72 0.18  0.31
H -1.95 -2.57 -0.66  0.33
O -2.75 -3.17 -0.55  -0.73
H -0.31 1.38 1.78  0.42
H -1.89 0.69 1.78  0.04
O -1.19 0.58 1.12  -0.92
H 3.51 2.90 0.74  0.22
H 3.49 1.48 1.25  0.48
O 3.83 2.03 0.49  -0.66

The highest occupied orbital energy comes out at -6.4 eV. The value obtained for the HOMO-LUMO gap is 8.990 eV. As for the net charge: -1. Its energy relative to the best compared isomer or geometry (same formula, charge and spin) is 73.26 kcal per mole. The LUMO energy is 2.560 eV.

***

DFT (the ωB97M-V functional and the def2-TZVPD basis) results for C26H30MnN5O4P as an isolated structure.

Last column: Löwdin spin population.
CARTESIAN COORDINATES (ANGSTROEM)
Mn -0.18 -0.10 0.02  4.56
C 1.79 -3.79 0.68  0.00
C 2.15 -3.74 2.02  0.01
C 1.99 -2.57 2.72  0.00
C 1.46 -1.44 2.11  0.01
N 1.08 -1.50 0.81  0.04
C 1.26 -2.65 0.13  0.02
N 1.35 -0.31 2.93  0.01
C 0.86 0.82 2.58  0.01
N 0.39 1.20 1.36  0.07
C -0.13 2.45 1.44  0.02
N -0.73 3.11 0.52  0.01
C -1.01 2.65 -0.77  0.01
C -1.67 3.57 -1.59  0.00
C -1.99 3.24 -2.89  0.01
C -1.65 1.99 -3.38  0.00
C -1.02 1.13 -2.52  0.02
N -0.71 1.43 -1.24  0.04
C 0.06 2.96 2.83  0.00
C -0.35 4.13 3.44  0.00
C -0.10 4.26 4.80  0.00
C 0.53 3.25 5.52  0.00
C 0.92 2.07 4.89  0.00
C 0.67 1.96 3.54  0.00
H 1.90 -4.68 0.08  0.00
H 2.54 -4.62 2.51  0.00
H 2.25 -2.49 3.77  0.00
H 0.94 -2.64 -0.90  0.01
H -1.92 4.53 -1.16  0.00
H -2.52 3.96 -3.52  0.00
H -1.87 1.70 -4.40  0.00
H -0.76 0.13 -2.85  0.01
H -0.85 4.90 2.87  0.00
H -0.40 5.17 5.32  0.00
H 0.69 3.37 6.58  0.00
H 1.38 1.25 5.43  0.00
C -2.38 -3.27 -1.51  0.00
C -3.86 -3.07 -1.20  0.00
C -4.62 -2.70 -2.46  0.00
C -4.45 -4.31 -0.54  0.00
O -4.07 -1.94 -0.32  0.00
P -3.13 -1.63 0.95  0.01
O -2.84 -2.81 1.79  0.00
O -1.92 -0.88 0.43  0.10
O -4.09 -0.55 1.63  0.00
C -3.90 -0.05 2.98  0.00
C -4.45 -1.07 3.96  0.00
C -4.69 1.24 3.02  0.00
C -2.42 0.23 3.25  0.00
H -2.28 -4.08 -2.22  0.00
H -1.82 -3.52 -0.60  0.00
H -1.96 -2.36 -1.94  0.00
H -4.56 -3.51 -3.19  0.00
H -4.20 -1.80 -2.90  0.00
H -5.67 -2.51 -2.23  0.00
H -4.38 -5.16 -1.23  0.00
H -5.50 -4.14 -0.29  0.00
H -3.91 -4.54 0.38  0.00
H -5.50 -1.29 3.72  0.00
H -4.40 -0.69 4.98  0.00
H -3.89 -2.00 3.89  0.00
H -5.74 1.05 2.78  0.00
H -4.28 1.95 2.29  0.00
H -4.63 1.69 4.01  0.00
H -1.83 -0.69 3.22  0.00
H -2.31 0.67 4.24  0.00
H -2.03 0.93 2.51  0.00

As for the spin multiplicity: 6. The highest occupied orbital energy (alpha / beta) comes out at -8.1 / -8.5 eV. The value obtained for the HOMO-LUMO gap (alpha / beta) is 7.353 / 7.639 eV. The LUMO energy (alpha / beta) is -0.789 / -0.842 eV. Its expectation value of S² is 8.757.

***

DFT (the ωB97M-V functional and the def2-TZVPD basis) results for a 10-piece molecular cluster, C24H71N14O10 overall.

Last column: Mulliken charge in e.
CARTESIAN COORDINATES (ANGSTROEM)
C 2.05 2.01 0.84  -1.33
C 1.47 0.66 1.29  2.20
C 0.87 -0.12 0.12  1.97
O 2.36 -0.08 2.01  -1.22
H 2.97 1.84 0.27  0.18
H 2.30 2.61 1.71  0.38
H 1.35 2.59 0.21  0.01
H 0.65 1.05 1.95  -1.13
H 1.56 -0.17 -0.74  0.37
H -0.11 0.24 -0.20  -1.48
H 0.64 -1.19 0.21  -0.91
C -3.95 0.83 -2.93  -1.67
C -2.72 1.62 -2.57  0.81
C -3.01 2.58 -1.42  -0.87
O -1.84 3.15 -0.85  0.28
C -1.52 4.39 -1.43  -1.08
N -1.64 0.69 -2.13  0.09
H -4.85 1.45 -3.01  0.39
H -4.21 0.12 -2.14  0.23
H -3.82 0.22 -3.83  0.37
H -2.34 2.20 -3.43  0.31
H -3.47 2.00 -0.61  -0.17
H -3.74 3.35 -1.68  0.63
H -1.43 4.30 -2.52  0.27
H -0.64 4.82 -0.96  0.28
H -2.31 5.16 -1.30  0.31
H -1.05 1.31 -1.58  -0.27
H -1.05 0.45 -2.92  -0.06
C -1.77 -1.02 3.37  -1.54
C -2.25 -1.11 1.93  1.93
C -3.59 -1.81 1.82  -1.00
O -4.12 -1.80 0.51  -0.31
C -5.18 -0.90 0.33  -0.74
N -2.24 0.24 1.35  0.56
H -0.83 -0.49 3.42  0.12
H -1.65 -2.03 3.77  0.50
H -2.54 -0.55 3.99  0.30
H -1.54 -1.71 1.34  -0.55
H -4.31 -1.39 2.54  0.38
H -3.44 -2.84 2.17  0.33
H -5.66 -1.12 -0.62  0.27
H -4.83 0.14 0.23  0.21
H -5.90 -0.94 1.16  0.39
H -2.36 0.21 0.34  -0.17
H -1.32 0.64 1.47  -0.80
C -3.86 2.33 3.49  -1.10
C -2.94 3.54 3.47  0.64
C -1.51 3.27 3.05  0.67
O -0.71 4.22 3.72  -0.53
C 0.65 4.11 3.39  -0.38
N -3.44 4.65 2.66  -0.69
H -3.63 1.61 4.27  0.29
H -3.85 1.70 2.59  -0.03
H -4.91 2.59 3.62  0.45
H -2.92 3.83 4.52  0.13
H -1.37 3.32 1.96  -0.43
H -1.25 2.23 3.30  -0.05
H 0.81 4.25 2.31  0.15
H 1.13 3.18 3.74  0.10
H 1.16 4.91 3.93  0.37
H -4.40 4.85 2.91  0.29
H -3.40 4.49 1.66  0.20
C -1.31 -2.80 -4.44  -1.44
C -0.52 -3.14 -3.17  0.43
C -0.26 -4.64 -3.15  -0.77
O 0.57 -5.02 -4.22  -0.33
C 0.59 -6.41 -4.41  -0.82
N 0.79 -2.42 -3.12  0.25
H -2.02 -3.61 -4.63  0.44
H -0.66 -2.93 -5.32  0.37
H -1.71 -1.79 -4.43  0.22
H -1.13 -2.88 -2.30  0.17
H -1.27 -5.08 -3.28  0.44
H 0.12 -5.03 -2.20  0.43
H -0.35 -6.76 -4.86  0.30
H 0.63 -6.97 -3.47  0.32
H 1.48 -6.65 -4.99  0.26
H 0.51 -1.47 -3.37  -0.40
H 1.24 -2.67 -4.01  0.35
C 1.43 -3.25 3.30  0.29
O 1.22 -4.39 3.72  -0.81
N 2.21 -2.37 3.99  -0.18
N 0.89 -2.72 2.19  0.43
H 2.35 -1.45 3.58  0.22
H 2.77 -2.71 4.74  0.16
H 1.15 -1.77 1.92  -0.12
H 0.36 -3.23 1.51  0.09
C 3.00 -3.76 -0.38  0.43
O 3.72 -4.18 0.50  -0.70
N 1.65 -3.99 -0.56  0.03
N 3.42 -2.90 -1.37  -0.14
H 1.24 -3.24 -1.10  -0.34
H 1.07 -4.62 -0.06  0.29
H 2.80 -2.76 -2.15  0.12
H 4.40 -2.74 -1.54  0.15
C 4.24 0.48 5.29  0.59
O 5.01 0.79 4.40  -0.61
N 4.61 0.37 6.62  -0.41
N 2.87 0.42 5.08  -0.44
H 5.56 0.51 6.91  0.23
H 3.91 -0.03 7.21  0.15
H 2.66 0.40 4.07  0.22
H 2.33 -0.10 5.76  0.29
C 1.29 1.56 -4.28  0.56
O 1.08 0.37 -4.48  -0.68
N 1.32 2.49 -5.29  -0.47
N 1.45 2.09 -3.03  0.02
H 1.05 2.30 -6.24  0.24
H 1.90 3.29 -5.10  0.17
H 1.45 1.38 -2.31  -0.09
H 1.41 3.08 -2.88  0.20
C 5.68 1.32 -2.14  0.63
O 6.11 1.36 -1.01  -0.59
N 5.24 2.44 -2.81  -0.41
N 5.31 0.14 -2.75  -0.34
H 5.37 3.28 -2.28  0.22
H 4.71 2.41 -3.65  0.15
H 5.84 -0.69 -2.54  0.21
H 4.68 0.04 -3.52  0.14

The highest occupied orbital energy comes out at -4.1 eV. The value obtained for the HOMO-LUMO gap is 5.734 eV. As for the net charge: -1. Its energy relative to the best compared isomer or geometry (same formula, charge and spin) is 0.00 kcal per mole. The LUMO energy is 1.678 eV.

***

DFT (the ωB97M-V functional and the def2-TZVPD basis) results for C8H10N3OS as an isolated structure.

Last column: Mulliken charge in e.
CARTESIAN COORDINATES (ANGSTROEM)
C -4.15 -0.25 -0.46  -0.07
C -3.74 1.00 -0.02  -0.80
C -3.20 -1.26 -0.57  -0.65
C -2.41 1.20 0.28  0.27
C -1.89 -0.99 -0.24  0.02
C 2.31 0.70 -0.97  0.45
C 2.47 -0.27 1.21  -0.38
C 3.76 -0.53 0.42  -0.44
N -1.50 0.24 0.17  -0.24
N 1.72 0.64 0.36  0.05
N 3.42 -0.05 -0.90  -0.11
O 1.82 1.31 -1.86  -0.51
S 0.41 1.44 0.73  0.19
H -5.18 -0.45 -0.72  0.41
H -4.45 1.81 0.08  0.37
H -3.46 -2.25 -0.89  0.38
H -2.06 2.16 0.63  0.28
H -1.11 -1.74 -0.32  0.37
H 1.89 -1.20 1.35  0.27
H 2.65 0.17 2.19  0.34
H 4.60 0.03 0.82  0.27
H 4.03 -1.59 0.39  0.32
H 4.06 -0.12 -1.68  0.21

The highest occupied orbital energy comes out at -13.8 eV. The value obtained for the HOMO-LUMO gap is 8.427 eV. As for the net charge: +1. Its energy relative to the best compared isomer or geometry (same formula, charge and spin) is 0.00 kcal per mole. The LUMO energy is -5.363 eV.

***

DFT (the ωB97M-V functional and the def2-TZVPD basis) results for a 5-piece molecular cluster, C19H30O9 overall.

Last column: Mulliken charge in e.
CARTESIAN COORDINATES (ANGSTROEM)
O 3.38 -2.37 -5.02  -0.64
C 3.72 -1.92 -3.90  0.45
O 2.79 -1.32 -3.12  -0.29
C 3.26 -1.06 -1.77  0.37
C 4.61 -1.85 -1.73  -0.65
C 5.02 -2.03 -3.16  -0.35
H 2.64 -1.45 -0.97  -0.31
H 3.27 0.02 -1.61  0.18
H 4.52 -2.77 -1.15  0.32
H 5.39 -1.29 -1.21  0.35
H 5.55 -2.92 -3.49  0.32
H 5.60 -1.15 -3.44  0.22
O -2.51 0.01 -0.95  -0.48
C -2.53 -1.22 -0.67  0.39
O -3.65 -1.96 -0.82  -0.38
C -3.56 -3.04 0.20  -0.54
C -2.35 -2.82 1.05  -0.64
C -1.44 -2.04 0.07  0.42
H -3.39 -3.93 -0.40  0.32
H -4.39 -3.10 0.90  0.33
H -1.93 -3.76 1.42  0.38
H -2.55 -2.25 1.95  0.33
H -0.72 -2.51 -0.59  0.33
H -0.81 -1.34 0.62  -0.48
O 3.80 -0.84 5.03  -0.62
C 3.03 -1.44 4.27  0.40
O 2.47 -0.78 3.18  -0.35
C 1.65 -1.68 2.36  0.87
C 2.03 -3.00 2.86  -0.62
C 2.60 -2.88 4.27  -0.43
H 2.00 -1.63 1.33  -0.46
H 0.63 -1.35 2.53  0.10
H 2.83 -3.57 2.39  0.31
H 1.12 -3.59 2.82  0.26
H 3.35 -3.61 4.57  0.35
H 1.83 -2.94 5.04  0.21
O -3.93 4.28 1.67  -0.61
C -4.15 4.46 0.52  0.50
O -4.63 5.53 0.04  -0.32
C -4.81 5.44 -1.29  -0.48
C -3.96 4.24 -1.79  -0.47
C -3.94 3.40 -0.55  0.21
H -4.37 6.28 -1.83  0.35
H -5.86 5.33 -1.56  0.29
H -2.93 4.52 -1.98  0.23
H -4.37 3.67 -2.63  0.37
H -2.95 3.00 -0.37  -0.32
H -4.73 2.69 -0.32  0.26
C -0.31 2.35 -1.39  -1.31
C 0.43 1.65 -0.26  0.96
O 0.71 0.43 -0.40  -0.54
C 0.85 2.41 0.92  -1.23
H -0.99 1.77 -2.02  0.30
H 0.54 2.67 -1.99  0.46
H -0.88 3.24 -1.10  0.32
H 1.82 2.06 1.28  0.34
H 0.11 2.57 1.70  0.30
H 1.10 3.37 0.48  0.43

The highest occupied orbital energy comes out at -9.8 eV. Its SMILES is O=C1CCCO1.O=C1CCCO1.O=C1CCCO1.O=C1CCCO1.CC(C)=O. The value obtained for the HOMO-LUMO gap is 10.120 eV. Its energy relative to the best compared isomer or geometry (same formula, charge and spin) is 46.38 kcal per mole. The LUMO energy is 0.279 eV.

***

DFT (the ωB97M-V functional and the def2-TZVPD basis) results for an isolated ion of composition C3H6NO2S and charge -1.

Last column: Mulliken charge in e.
CARTESIAN COORDINATES (ANGSTROEM)
C 0.13 0.82 -0.96  -0.26
C 0.67 -0.37 -0.23  0.03
C 1.71 -0.34 0.83  -1.29
N -0.68 0.73 0.24  -0.43
O -3.28 0.35 0.88  -0.60
O -2.21 -1.38 -0.35  -0.58
S -2.41 0.06 -0.27  0.41
H 0.55 1.83 -1.04  0.19
H -0.59 0.66 -1.90  0.26
H 0.25 -1.41 -0.39  0.29
H 2.43 -1.02 0.45  0.40
H 1.36 -0.60 1.74  0.30
H 2.08 0.68 1.00  0.28

The highest occupied orbital energy comes out at -3.4 eV. The value obtained for the HOMO-LUMO gap is 7.461 eV. As for the net charge: -1. Its energy relative to the best compared isomer or geometry (same formula, charge and spin) is 81.39 kcal per mole. The LUMO energy is 4.049 eV.

***

DFT (the ωB97M-V functional and the def2-TZVPD basis) results for C21H21Cl2GeN5OOs as an isolated structure.

Last column: Löwdin spin population.
CARTESIAN COORDINATES (ANGSTROEM)
Os 0.14 -0.04 0.33  2.49
Cl 2.48 -0.09 0.56  0.05
C 2.68 -0.17 2.32  0.02
Cl 1.06 -0.48 3.01  0.09
H 3.05 0.79 2.68  0.00
H 3.35 -1.00 2.56  0.00
O -3.89 0.05 -0.92  0.15
C -2.82 -0.01 -0.52  0.10
N -1.69 -0.11 -0.12  0.22
N 0.22 6.57 0.65  0.01
C 0.32 5.49 1.40  0.01
N 0.58 5.58 2.70  0.01
N 0.14 4.32 0.78  0.05
C 0.18 3.10 0.78  0.06
N 0.24 1.93 0.62  0.10
H 0.34 7.50 1.02  0.00
H 0.00 6.48 -0.33  0.00
H 0.70 6.49 3.13  0.00
H 0.65 4.78 3.30  0.00
C -1.82 -3.40 0.68  0.03
Ge -0.10 -2.60 0.05  0.23
C 1.50 -3.35 1.09  0.15
C 1.32 -3.75 2.41  0.05
C 2.37 -4.35 3.08  0.01
C 3.60 -4.49 2.45  0.06
C 3.77 -4.08 1.14  0.01
C 2.72 -3.49 0.46  0.05
C 0.17 -3.17 -1.88  0.18
C 0.14 -2.17 -2.85  0.05
C 0.09 -2.48 -4.20  0.09
C 0.16 -3.80 -4.61  0.14
C 0.23 -4.84 -3.66  0.01
C 0.26 -6.20 -4.06  0.20
C 0.37 -7.22 -3.12  0.07
C 0.39 -6.91 -1.77  0.07
C 0.35 -5.59 -1.35  0.19
C 0.25 -4.53 -2.27  0.00
H -1.71 -4.47 0.86  0.01
H -2.58 -3.26 -0.09  0.00
H -2.18 -2.93 1.59  0.00
H 0.36 -3.64 2.90  0.00
H 2.23 -4.68 4.10  0.00
H 4.43 -4.91 2.99  0.00
H 4.72 -4.21 0.63  0.00
H 2.86 -3.16 -0.57  0.00
H 0.12 -1.13 -2.54  0.01
H 0.02 -1.69 -4.94  0.00
H 0.20 -4.04 -5.66  0.00
H 0.16 -6.44 -5.11  0.01
H 0.43 -8.25 -3.44  0.00
H 0.45 -7.70 -1.03  0.00
H 0.45 -5.36 -0.30  0.01

As for the spin multiplicity: 6. The highest occupied orbital energy (alpha / beta) comes out at -17.1 / -17.3 eV. The value obtained for the HOMO-LUMO gap (alpha / beta) is 8.798 / 5.509 eV. As for the net charge: +3. Its energy relative to the best compared isomer or geometry (same formula, charge and spin) is 18.84 kcal per mole. The LUMO energy (alpha / beta) is -8.339 / -11.831 eV. Its expectation value of S² is 8.806.

***

Max |F| in eV/Å, matching the order above: 1.758 2.587 1.337 2.300 1.539 4.967 4.269 2.599